Run P
ORCA calculation (ωB97M-V with the def2-TZVPD basis set) on the ion C6H13N4 with charge +1.

```
! wB97M-V def2-TZVPD RIJCOSX def2/J DEFGRID3
* xyz 1 1
C 0.920 0.197 -0.106
C -0.990 0.825 1.568
C -0.828 2.176 2.191
C -2.178 0.626 0.648
C 1.692 -2.207 0.291
C 0.478 -0.945 -2.363
N -0.361 -0.164 2.135
N 0.475 -1.004 1.774
N 0.919 -0.991 0.553
N 0.776 0.221 -1.413
H -1.642 2.391 3.031
H -0.982 3.007 1.408
H 0.279 2.226 2.704
H -3.063 0.395 1.242
H -1.968 -0.118 -0.036
H -2.318 1.584 0.180
H 1.213 -2.610 -0.666
H 2.608 -1.947 -0.091
H 1.697 -2.831 1.128
H 0.295 -0.611 -3.423
H -0.410 -1.475 -2.084
H 1.220 -1.680 -2.269
H 0.931 1.253 -1.722
*
```

Values from the calculation:
LUMO (alpha / beta)	-4.46 / -4.46	eV
Kohn-Sham gap (alpha / beta)	8.54 / 8.54	eV

Run Q
ORCA calculation (ωB97M-V with the def2-TZVPD basis set) on the ion C6H13N4 with charge +1.

```
! wB97M-V def2-TZVPD RIJCOSX def2/J DEFGRID3
* xyz 1 1
C 0.347 0.032 0.030
C 2.084 1.444 -0.329
C 2.760 0.163 0.134
C 1.746 -2.034 0.151
C -2.036 1.345 0.554
C -2.945 -0.682 -0.605
N 0.702 1.175 -0.366
N -0.743 -0.600 0.476
N 1.628 -0.769 0.195
N -2.033 -0.159 0.461
H 2.156 2.297 0.327
H 2.375 1.833 -1.307
H 3.640 -0.298 -0.473
H 3.126 0.327 1.196
H 0.799 -2.638 0.187
H 2.685 -2.462 -0.118
H -1.644 1.678 -0.446
H -3.024 1.746 0.832
H -1.263 1.641 1.250
H -2.974 -1.801 -0.445
H -3.928 -0.379 -0.340
H -2.766 -0.219 -1.688
H -0.690 -1.640 0.324
*
```

Values from the calculation:
LUMO	-5.04	eV
SMILES	C=[N+]1CCN=C1NN(C)C
Kohn-Sham gap	6.86	eV

Run R
ORCA calculation (ωB97M-V with the def2-TZVPD basis set) on a structure of composition C6H13N4.

```
! wB97M-V def2-TZVPD RIJCOSX def2/J DEFGRID3
* xyz 1 1
C -0.680 0.430 -0.151
C 0.472 -0.166 0.114
C -0.734 1.856 -0.549
C -3.169 0.110 -0.079
C 2.493 0.040 -1.110
C 2.478 -0.935 1.167
N -1.488 -1.566 0.585
N -1.788 -0.335 0.020
N -0.301 -1.877 0.689
N 1.768 -0.183 0.142
H -1.432 2.455 -0.056
H -0.817 2.065 -1.626
H 0.129 2.402 -0.257
H -3.282 0.996 0.532
H -3.673 -0.492 0.565
H -3.674 0.195 -1.023
H 2.074 0.855 -1.641
H 2.515 -0.869 -1.836
H 3.454 0.402 -0.981
H 2.165 -0.866 2.199
H 3.478 -0.643 1.271
H 2.340 -1.929 1.037
H -2.328 -1.944 0.987
*
```

Values from the calculation:
LUMO	-3.58	eV
Kohn-Sham gap	9.02	eV

Which structure is most stable? run Q, by 25.0 kcal/mol over the runner-up.